# 1
{
  "formula": "CH3N5O",
  "method": "wB97M-V/def2-TZVPD",
  "relative_energy_kj_mol": 383.89,
  "smiles": "N/N=c1/nn[nH]o1",
  "orbital_gap_ev": 8.82,
  "homo_ev": -8.36,
  "max_force_ev_per_a": 4.999,
  "symbols": ["C", "H", "H", "H", "N", "N", "N", "N", "N", "O"],
  "coordinates": [[0.0106, 0.0496, 0.3901], [-2.0111, -0.1481, -1.2173], [-2.9459, 1.2681, -0.3026], [2.2819, -1.4102, -0.6967], [-1.9725, 0.6597, -0.4146], [-1.0726, 0.5575, 0.5762], [0.9476, 0.0415, 1.5584], [1.9904, -0.4493, 1.1257], [2.0996, -0.4725, -0.1986], [0.6719, -0.0963, -0.8207]]
}

---

# 2
{
  "formula": "CH3N5O3",
  "method": "wB97M-V/def2-TZVPD",
  "relative_energy_kj_mol": 225.72,
  "smiles": "N#CN(N)N(O)[N+](=O)[O-]",
  "orbital_gap_ev": 9.39,
  "homo_ev": -9.72,
  "max_force_ev_per_a": 4.520,
  "symbols": ["C", "N", "N", "N", "N", "N", "O", "O", "O", "H", "H", "H"],
  "coordinates": [[-0.5119, 1.6157, -0.6446], [-0.4752, 2.7441, -0.8306], [-1.8414, 0.0763, 0.2968], [-0.7287, 0.2833, -0.3308], [0.6362, -0.2909, 0.3027], [1.8578, -0.1573, -0.3155], [2.0987, 0.9593, -0.7435], [2.4396, -1.2151, -0.2991], [0.1583, -1.4800, 0.6427], [-2.0525, 0.4340, 1.1689], [-2.4059, -0.7925, 0.1917], [0.8249, -2.1769, 0.5614]]
}

---

# 3
{
  "formula": "CH3N5Se",
  "method": "wB97M-V/def2-TZVPD",
  "relative_energy_kj_mol": 29.67,
  "smiles": "Nn1nnnc1[SeH]",
  "orbital_gap_ev": 9.87,
  "homo_ev": -9.70,
  "max_force_ev_per_a": 4.827,
  "symbols": ["C", "N", "N", "N", "N", "N", "Se", "H", "H", "H"],
  "coordinates": [[-0.6550, -1.2959, -0.0197], [-0.3961, -2.5893, 0.0773], [0.9102, -2.7451, -0.0099], [1.4878, -1.6116, -0.1655], [0.5726, -0.6261, -0.2145], [0.9465, 0.7083, -0.3396], [-2.2261, -0.0936, -0.0745], [0.4732, 1.3132, 0.2447], [2.0096, 0.6368, -0.3250], [-3.0183, -0.2135, 1.1820]]
}

---

# 4
{
  "formula": "CH3NO",
  "method": "wB97M-V/def2-TZVPD",
  "relative_energy_kj_mol": 509.65,
  "orbital_gap_ev": 10.03,
  "homo_ev": -10.25,
  "max_force_ev_per_a": 10.643,
  "symbols": ["C", "N", "O", "H", "H", "H"],
  "coordinates": [[0.1489, -0.0022, 1.5364], [-0.5456, -1.4596, 2.0165], [0.7038, 1.0619, 1.1065], [-1.4715, -1.4345, 1.6610], [0.4031, 0.8794, -2.8011], [0.7612, 0.9550, -3.5192]]
}

---

# 5
{
  "formula": "CH3NO",
  "method": "wB97M-V/def2-TZVPD",
  "relative_energy_kj_mol": 316.51,
  "smiles": "C=NO",
  "orbital_gap_ev": 10.91,
  "homo_ev": -10.08,
  "max_force_ev_per_a": 8.505,
  "symbols": ["C", "H", "H", "H", "N", "O"],
  "coordinates": [[0.1724, 0.8143, -0.1330], [-0.2877, -1.9037, 0.6531], [-0.7541, 1.0673, -0.2985], [0.8039, 1.5935, -0.5190], [0.6644, -0.4119, 0.1695], [-0.5989, -1.1595, 0.1279]]
}

---

# 6
{
  "formula": "CH3NO",
  "method": "wB97M-V/def2-TZVPD",
  "relative_energy_kj_mol": 571.76,
  "orbital_gap_ev": [9.59, 8.42],
  "homo_ev": [-9.34, -8.39],
  "max_force_ev_per_a": 7.660,
  "symbols": ["C", "N", "O", "H", "H", "H"],
  "coordinates": [[0.7779, 0.4513, -0.1261], [-1.2462, -0.9735, -0.0339], [0.0363, -0.6191, -0.3110], [0.5399, 1.4087, 0.4198], [1.7861, 0.2413, -0.3957], [-1.8940, -0.5088, 0.4469]]
}